*P*
{"formula": "C5H9N2", "method": "wB97M-V/def2-TZVPD", "homo_energy_ev": [-12.66, -12.66], "total_charge": 1, "orbital_gap_ev": [7.69, 7.69], "symbols": ["C", "C", "C", "C", "C", "N", "N", "H", "H", "H", "H", "H", "H", "H", "H", "H"], "xyz": [[0.17076, -1.53922, 1.45676], [-1.04012, 0.98033, -2.46712], [0.37622, 0.57139, -2.18131], [-1.10103, -0.91061, -0.67373], [1.10402, 0.20043, 3.00970], [-0.70634, 0.06461, -1.40375], [0.73792, -1.02840, 2.36870], [0.29886, -2.53754, 1.08804], [-1.34806, 2.07308, -2.22421], [-1.36511, 0.59382, -3.32091], [0.68665, -0.22657, -2.93633], [1.09866, 1.16609, -1.73363], [-2.16253, -0.95765, -0.45584], [1.53587, 0.11719, 3.99910], [0.08381, 0.55954, 3.14696], [1.63041, 0.87350, 2.32757]]}

***

*Q*
{"formula": "C5H9N2", "method": "wB97M-V/def2-TZVPD", "homo_energy_ev": -15.30, "total_charge": 1, "orbital_gap_ev": 9.61, "symbols": ["C", "C", "C", "C", "C", "N", "N", "H", "H", "H", "H", "H", "H", "H", "H", "H"], "xyz": [[1.73431, -0.01676, 0.13070], [-0.19870, 0.02699, -0.17169], [3.07099, -0.34570, 0.43094], [-2.65354, -0.51263, 0.15075], [-1.53702, 0.49747, -0.23422], [0.48495, -1.05085, 0.00705], [0.98639, 0.92914, -0.32924], [3.66662, -0.74886, -0.43130], [3.06493, -1.09357, 1.30706], [3.64324, 0.55224, 0.89402], [-3.24105, -0.84123, -0.81033], [-3.19561, -0.03367, 0.89640], [-1.96084, -1.37393, 0.53615], [-1.42824, 1.49160, 0.32303], [-1.75171, 0.79292, -1.33462], [1.18631, 1.90812, -0.32672]]}

***

What is the stability order? It is *Q*, *P*, from most stable to least stable.